Computed, not measured: a 5-piece molecular cluster, C48H67F3N8O13P overall in a non-equilibrium geometry, with wB97M-V/def2-TZVPD.

Values from the calculation:
E_tot, hartree: -3925.6785
Total charge: +1

Last column: Löwdin charge in e.
Geometry (Å):
1 C -0.71932 -1.11121 4.21657  -0.05
2 C -1.58161 -2.38392 4.50226  -0.21
3 N -2.98128 -2.28118 4.03268  0.05
4 N -3.29239 -2.78386 2.74135  -0.16
5 C -4.29035 -1.77663 2.19946  -0.12
6 C -5.59669 -1.60069 3.05620  -0.14
7 P -7.09436 -1.53183 1.97479  0.52
8 O -8.21632 -1.03213 2.76485  -0.24
9 O -7.44652 -2.99634 1.38128  -0.21
10 C -8.56975 -2.86597 0.45315  -0.25
11 C -8.36826 -3.67354 -0.85162  -0.06
12 O -6.69134 -0.50482 0.75779  -0.23
13 C -6.91354 0.87416 1.12407  -0.26
14 C -6.65549 1.72202 -0.16458  -0.06
15 C -2.17807 -2.76933 1.73990  -0.05
16 C -2.51933 -3.27518 0.31439  -0.27
17 C -1.19551 -3.65254 -0.46083  -0.10
18 C -0.91521 -2.64962 -1.62153  -0.19
19 C 0.36465 -1.80703 -1.37015  -0.19
20 C 0.15619 -0.64257 -0.36530  -0.19
21 C -1.14579 0.17457 -0.54667  -0.21
22 C -1.01708 1.56002 0.17002  -0.18
23 C -2.29268 2.41537 -0.06769  -0.14
24 C -3.26242 2.43828 1.14136  -0.24
25 O -2.60247 2.46507 2.40095  -0.18
26 C -3.56563 2.18083 3.39948  -0.11
27 N -3.44795 -4.42926 0.20962  -0.07
28 C -4.33027 -4.09192 -0.94997  -0.02
29 C -4.35907 -4.62923 1.33611  -0.23
30 O -4.89134 -5.96655 1.27100  0.06
31 C -4.09470 -6.88303 0.76439  -0.33
32 N -3.38476 -7.60840 0.30520  0.23
33 C -3.88551 -4.16430 2.75716  0.00
34 C -3.07138 -5.17394 3.58687  -0.57
35 F -1.85075 -5.40259 3.12420  0.17
36 F -3.67229 -6.37553 3.60403  0.17
37 F -3.06702 -4.87652 4.88881  0.17
38 H 0.24045 -1.17594 4.75841  0.09
39 H -1.25776 -0.23882 4.62427  0.08
40 H -0.45587 -1.00941 3.15079  0.06
41 H -1.63863 -2.42833 5.60680  0.13
42 H -1.06111 -3.31176 4.22235  0.11
43 H -3.15920 -1.27931 4.10533  0.12
44 H -4.63363 -2.01456 1.18258  0.11
45 H -3.81777 -0.78325 2.09454  0.13
46 H -5.71021 -2.29405 3.90169  0.11
47 H -5.54823 -0.58945 3.50261  0.09
48 H -9.46836 -3.24493 0.96792  0.13
49 H -8.79985 -1.82368 0.18148  0.11
50 H -7.62569 -4.47296 -0.70442  0.07
51 H -8.08541 -3.04450 -1.71472  0.08
52 H -9.35459 -4.09083 -1.12133  0.08
53 H -7.94550 1.08382 1.43756  0.12
54 H -6.21923 1.23669 1.90533  0.10
55 H -6.24001 2.71276 0.06966  0.07
56 H -5.95049 1.14311 -0.79113  0.08
57 H -7.58491 1.80551 -0.75237  0.08
58 H -1.26801 -3.31343 2.02832  0.13
59 H -1.87591 -1.71201 1.63036  0.12
60 H -2.91234 -2.40064 -0.24394  0.11
61 H -0.31416 -3.70101 0.20135  0.11
62 H -1.35063 -4.65266 -0.89613  0.12
63 H -1.77627 -2.00284 -1.86245  0.10
64 H -0.72287 -3.24276 -2.53680  0.12
65 H 0.83733 -1.48223 -2.31136  0.12
66 H 1.09751 -2.49311 -0.89599  0.11
67 H 0.24310 -0.96341 0.69375  0.10
68 H 0.99617 0.06581 -0.52226  0.11
69 H -1.39530 0.37135 -1.60592  0.12
70 H -1.98266 -0.38350 -0.06324  0.09
71 H -0.82121 1.34082 1.23289  0.11
72 H -0.16060 2.08135 -0.28336  0.07
73 H -1.99265 3.44370 -0.32329  0.12
74 H -2.83807 1.99391 -0.93410  0.11
75 H -3.98500 1.59709 1.04763  0.09
76 H -3.85910 3.37585 1.06396  0.13
77 H -4.48849 2.76265 3.18719  0.09
78 H -3.87962 1.10690 3.39419  0.06
79 H -3.19232 2.45178 4.39684  0.10
80 H -3.66430 -3.93448 -1.81800  0.11
81 H -5.01524 -4.92395 -1.17655  0.11
82 H -4.87942 -3.13994 -0.80335  0.10
83 H -5.25601 -4.00663 1.12456  0.13
84 H -4.82773 -4.11308 3.33604  0.17
85 C 5.69515 2.11079 -2.15079  -0.06
86 C 4.64409 2.60352 -2.91312  -0.06
87 C 3.44675 2.94844 -2.30558  0.00
88 C 3.31720 2.79851 -0.93344  -0.15
89 C 4.35646 2.30101 -0.16263  0.00
90 C 5.54970 1.95596 -0.77776  -0.06
91 N 2.06034 3.18487 -0.28298  -0.35
92 O 1.15609 3.60066 -0.99200  0.05
93 O 1.98614 3.07109 0.92670  0.08
94 H 6.63079 1.84842 -2.62941  0.11
95 H 4.76159 2.72135 -3.98238  0.10
96 H 2.63279 3.33198 -2.90531  0.12
97 H 4.25115 2.18106 0.90687  0.12
98 H 6.36963 1.56932 -0.18664  0.11
99 C 6.10320 7.71255 -6.57819  -0.06
100 C 6.94162 7.79856 -5.47427  -0.06
101 C 7.35075 6.64557 -4.82327  0.00
102 C 6.91745 5.41498 -5.28974  -0.15
103 C 6.07526 5.31668 -6.38579  -0.01
104 C 5.66734 6.47370 -7.03083  -0.06
105 N 7.36898 4.19159 -4.61628  -0.34
106 O 8.09248 4.31158 -3.64505  0.08
107 O 6.99507 3.12145 -5.06885  0.05
108 H 5.78895 8.61482 -7.08840  0.11
109 H 7.27779 8.76532 -5.12253  0.10
110 H 8.00306 6.71847 -3.96398  0.10
111 H 5.73515 4.35511 -6.74496  0.12
112 H 5.01184 6.41043 -7.88976  0.11
113 C -0.19451 -9.19804 1.66250  -0.06
114 C -0.38236 -7.82628 1.55316  -0.08
115 C 0.64619 -7.02291 1.09703  -0.01
116 C 1.85562 -7.59606 0.74787  -0.15
117 C 2.06094 -8.96082 0.85788  0.00
118 C 1.02716 -9.76417 1.31933  -0.06
119 N 2.93241 -6.73522 0.24068  -0.35
120 O 2.71315 -5.53294 0.17777  0.05
121 O 3.97328 -7.26338 -0.08960  0.09
122 H -1.00258 -9.82753 2.01451  0.11
123 H -1.32863 -7.38806 1.81875  0.06
124 H 0.49345 -5.95872 1.01520  0.09
125 H 3.00833 -9.40746 0.58909  0.12
126 H 1.17280 -10.83285 1.40761  0.11
127 C 11.23387 8.11652 -0.43907  -0.07
128 C 10.52533 8.89191 0.46925  -0.06
129 C 9.36916 9.54538 0.07126  0.00
130 C 8.93245 9.41023 -1.23614  -0.14
131 C 9.63506 8.64546 -2.15322  -0.01
132 C 10.79161 7.99680 -1.74997  -0.06
133 N 7.69369 10.08185 -1.65446  -0.34
134 O 7.11274 10.76082 -0.83083  0.09
135 O 7.31788 9.91550 -2.80327  0.06
136 H 12.13391 7.60280 -0.12399  0.11
137 H 10.87330 8.98470 1.48986  0.11
138 H 8.82204 10.14760 0.78330  0.12
139 H 9.29490 8.54631 -3.17464  0.10
140 H 11.34746 7.39435 -2.45678  0.11